No. 1
C4H13N2 | ωB97M-V/def2-TZVPD

As for the total charge: +1. Its molecular weight is 89.16 Da. Its gap between HOMO and LUMO is 9.173 eV.

Each line ends with the Mulliken charge.
Cartesian coordinates (Å):
1 C -1.16961 0.60881 2.53372  -0.757
2 N -1.04309 1.06283 1.10339  -0.230
3 H -2.21996 0.51827 2.79481  0.375
4 H -0.77826 -0.40632 2.56871  0.287
5 H -0.64890 1.32337 3.15455  0.326
6 H -1.08552 2.08112 1.06824  0.376
7 H -1.76792 0.69719 0.49015  0.387
8 H -0.11023 0.70194 0.67722  0.189
9 C -0.51994 -1.27632 -1.28029  -1.396
10 C 0.73583 -0.51392 -0.99104  0.872
11 C 1.32907 -0.50565 0.22966  -1.245
12 N 1.22848 0.26358 -2.02197  -0.528
13 H -0.33256 -1.94371 -2.12796  0.434
14 H -1.29140 -0.59594 -1.64447  0.396
15 H -0.85647 -1.91279 -0.46674  0.320
16 H 2.26648 0.00263 0.43012  0.330
17 H 1.12507 -1.29371 0.94715  0.376
18 H 0.61195 0.38032 -2.81361  0.247
19 H 1.64564 1.13295 -1.72944  0.242

Forces on the atoms, in the same order (eV/Å):
-0.45 -0.66 -0.72
0.48 0.23 0.04
-0.04 0.40 0.06
0.37 0.22 0.25
0.13 -0.17 0.20
0.01 -0.06 -0.20
-0.19 -0.06 0.15
-0.39 0.08 0.38
0.50 -0.47 -0.77
0.43 0.49 0.43
0.14 -0.40 0.15
-0.83 0.00 0.20
-0.01 -0.01 0.03
-0.20 0.02 0.21
-0.02 0.21 0.15
-0.06 0.15 -0.32
-0.41 0.11 -0.05
0.10 0.01 -0.01
0.43 -0.10 -0.18



No. 2
C4H3NO3 | ωB97M-V/def2-TZVPD

The structure (SMILES) is O=C(O)c1ccon1. Its molecular weight is 113.07 Da. Its gap between HOMO and LUMO is 11.018 eV.

Each line ends with the Mulliken charge.
Cartesian coordinates (Å):
1 O -0.79673 -2.14356 1.14931  -0.548
2 C -1.10153 -1.05084 0.70229  0.248
3 O -2.35853 -0.56887 0.83204  -0.495
4 C -0.15349 -0.13731 0.02756  0.849
5 C 1.25490 -0.30189 -0.21632  -0.425
6 C 1.56309 0.91563 -0.72679  -0.267
7 O 0.48800 1.68806 -0.84562  -0.172
8 N -0.62603 1.00144 -0.38077  -0.431
9 H -2.47077 0.32996 0.49427  0.422
10 H 1.77543 -1.23523 -0.00477  0.381
11 H 2.42566 1.50262 -1.03119  0.438

Forces on the atoms, in the same order (eV/Å):
-0.34 1.75 -0.84
-0.48 -1.53 0.90
0.25 -0.65 0.22
0.30 -0.26 -0.35
-0.90 -0.03 0.37
0.65 0.22 -0.18
-1.24 0.02 0.13
0.99 0.52 0.00
0.39 0.05 -0.19
0.17 0.72 -0.10
0.20 -0.82 0.05



No. 3
C52H37N2O33PS | ωB97M-V/def2-TZVPD

The structure (SMILES) is NC(=O)CCC1=C(P(O)O)C(=O)C(N=C=S)=CC1=O.O=C1C=C(O)C(=O)C=C1O.O=C1C=C(O)C(=O)C=C1O.O=C1C=C(O)C(=O)C=C1O.O=C1C=C(O)C(=O)C=C1O.O=C1C=C(O)C(=O)C=C1O.O=C1C=C(O)C(=O)C=C1O.O=C1C=C(O)C(=O)C=C1O. Its molecular weight is 1280.89 Da. Its gap between HOMO and LUMO is 6.838 eV.

Each line ends with the Mulliken charge.
Cartesian coordinates (Å):
1 N 5.06064 3.90736 1.38211  -0.544
2 C 3.98880 4.38770 2.36634  0.327
3 O 3.65317 3.52454 3.36471  -0.530
4 C 3.22620 5.86572 2.24499  -0.403
5 C 2.31799 5.78981 0.86213  -0.801
6 C 1.33573 4.45469 1.03938  -0.117
7 C 0.14514 4.48920 1.97128  0.634
8 P -0.40501 6.01776 2.98706  0.217
9 O -0.40117 7.48244 1.98565  -0.452
10 O -2.10747 5.88398 3.47349  -0.419
11 C -0.72331 3.07765 2.09084  0.531
12 O -1.43210 2.92973 3.23269  -0.541
13 C -0.69855 1.89210 0.92418  -0.009
14 N -1.79920 0.84250 0.76471  -0.464
15 C -1.85044 0.02710 1.90202  0.087
16 S -2.04641 -0.35655 3.58188  0.177
17 C 0.50177 1.91565 0.01261  -0.352
18 C 1.68189 3.08863 0.18003  0.516
19 O 2.83515 2.83418 -0.45000  -0.664
20 H 4.88182 2.89033 1.19105  0.306
21 H 5.01652 4.47062 0.49636  0.325
22 H 2.50074 5.92333 3.19044  0.251
23 H 3.97715 6.76524 2.27011  0.401
24 H 3.07338 5.64587 -0.04965  0.264
25 H 1.71889 6.76940 0.63368  0.303
26 H -0.42751 7.12421 1.05024  0.295
27 H -2.57653 5.59253 2.61378  0.405
28 H 0.61220 1.10041 -0.82929  0.390
29 O -5.19130 -0.30371 5.83137  -0.604
30 C -5.20143 -1.34019 6.48608  0.910
31 C -6.38943 -2.20397 6.57054  -0.973
32 C -6.37253 -3.31739 7.30584  0.373
33 O -7.48462 -4.13519 7.38745  -0.563
34 C -5.15907 -3.72334 8.06665  0.900
35 O -5.17984 -4.74254 8.74853  -0.605
36 C -3.96340 -2.87272 7.96312  -0.682
37 C -3.97900 -1.76106 7.22509  0.229
38 O -2.85819 -0.95790 7.12088  -0.577
39 H -7.26538 -1.89576 6.01426  0.418
40 H -7.22235 -4.87385 7.97914  0.350
41 H -3.08244 -3.18926 8.50721  0.505
42 H -3.12241 -0.21619 6.53410  0.292
43 O 3.58293 -1.23186 9.60645  -0.609
44 C 2.79894 -1.10772 8.67212  0.856
45 C 1.46710 -1.73283 8.67632  -0.805
46 C 0.64394 -1.59180 7.63556  0.191
47 O -0.61019 -2.17432 7.63404  -0.494
48 C 1.04127 -0.80398 6.43656  1.014
49 O 0.27024 -0.70758 5.48767  -0.429
50 C 2.36324 -0.15881 6.44215  -1.192
51 C 3.18519 -0.29685 7.48429  0.361
52 O 4.42824 0.30876 7.49786  -0.562
53 H 1.19205 -2.30458 9.55335  0.451
54 H -1.01105 -1.92826 6.77191  0.310
55 H 2.63210 0.42582 5.57138  0.603
56 H 4.83137 0.05769 8.35735  0.346
57 O -4.21707 5.14314 1.50645  -0.479
58 C -5.00106 5.26728 0.57212  0.833
59 C -6.33290 4.64217 0.57632  -1.019
60 C -7.15606 4.78320 -0.46444  0.393
61 O -8.41019 4.20068 -0.46596  -0.564
62 C -6.75873 5.57102 -1.66344  0.923
63 O -7.52976 5.66742 -2.61233  -0.604
64 C -5.43676 6.21619 -1.65785  -0.813
65 C -4.61481 6.07815 -0.61571  0.288
66 O -3.37176 6.68376 -0.60214  -0.553
67 H -6.60795 4.07042 1.45335  0.455
68 H -8.81105 4.44674 -1.32809  0.350
69 H -5.16790 6.80082 -2.52862  0.440
70 H -2.96863 6.43269 0.25735  0.238
71 O 2.68723 0.39549 -2.45270  -0.580
72 C 3.24140 0.64760 -3.51682  0.631
73 C 3.77114 -0.40694 -4.39540  -0.228
74 C 4.38406 -0.09760 -5.53964  0.447
75 O 4.88187 -1.08378 -6.37140  -0.562
76 C 4.55688 1.31815 -5.96616  0.717
77 O 5.14091 1.57195 -7.01432  -0.625
78 C 4.00604 2.37168 -5.09982  -0.858
79 C 3.39002 2.06237 -3.95721  0.213
80 O 2.86741 3.04704 -3.13901  -0.555
81 H 3.64062 -1.43171 -4.07204  0.416
82 H 5.27925 -0.60702 -7.13251  0.351
83 H 4.12304 3.39588 -5.43092  0.460
84 H 2.47544 2.57055 -2.37508  0.216
85 O 0.37043 -7.16579 -5.38342  -0.644
86 C 0.60602 -5.96453 -5.31651  0.894
87 C 0.74904 -5.12443 -6.51584  -0.946
88 C 1.02218 -3.82270 -6.40840  0.490
89 O 1.15521 -3.02678 -7.53135  -0.655
90 C 1.19481 -3.17594 -5.07873  0.802
91 O 1.46367 -1.98117 -5.01243  -0.594
92 C 1.02803 -4.01049 -3.87891  -0.155
93 C 0.75146 -5.31155 -3.98606  -0.093
94 O 0.59070 -6.10181 -2.86278  -0.645
95 H 0.62324 -5.60800 -7.47609  0.472
96 H 1.35288 -2.12688 -7.19131  0.356
97 H 1.13862 -3.52346 -2.91824  0.440
98 H 0.39903 -7.00282 -3.20296  0.356
99 O 6.23484 -2.55840 -4.18641  -0.482
100 C 5.99860 -3.58175 -3.55399  0.708
101 C 6.96937 -4.16685 -2.61598  -1.008
102 C 6.68733 -5.29148 -1.95546  0.280
103 O 7.59400 -5.84532 -1.07036  -0.566
104 C 5.38863 -5.99423 -2.14426  0.742
105 O 5.16551 -7.03615 -1.53699  -0.612
106 C 4.40822 -5.39652 -3.06374  -0.556
107 C 4.68871 -4.27000 -3.72175  0.554
108 O 3.77118 -3.70085 -4.58565  -0.571
109 H 7.91037 -3.64685 -2.49000  0.439
110 H 7.15816 -6.65358 -0.72212  0.349
111 H 3.46098 -5.90840 -3.17794  0.489
112 H 4.20941 -2.89598 -4.93838  0.099
113 O -5.10565 -3.85254 -4.06460  -0.622
114 C -4.43189 -2.86875 -4.34956  0.836
115 C -5.03008 -1.63535 -4.88388  -0.921
116 C -4.26614 -0.58785 -5.19977  0.332
117 O -4.82204 0.57538 -5.69983  -0.563
118 C -2.78803 -0.62879 -5.02760  0.919
119 O -2.11041 0.34322 -5.34412  -0.660
120 C -2.19211 -1.85301 -4.47078  -0.674
121 C -2.95626 -2.89939 -4.15157  0.241
122 O -2.40358 -4.05250 -3.62528  -0.450
123 H -6.10552 -1.62010 -5.00606  0.423
124 H -4.06492 1.18241 -5.85077  0.345
125 H -1.11807 -1.86251 -4.33417  0.442
126 H -3.16002 -4.66159 -3.48004  0.329

Forces on the atoms, in the same order (eV/Å):
-3.43 1.54 1.20
-0.27 -4.46 3.45
1.80 5.38 -6.05
-0.27 -1.01 0.26
0.72 -0.97 -0.12
-2.33 0.49 1.48
1.94 -2.39 -4.83
-1.32 1.50 2.09
-0.16 -3.81 -1.01
2.54 -0.75 -3.96
-2.86 -0.40 5.25
4.22 0.69 -7.36
3.76 0.80 -2.07
2.03 -2.78 6.44
-0.48 4.68 0.32
0.69 0.59 -6.29
-2.85 0.83 2.56
2.59 -1.97 -1.97
-6.61 2.11 3.85
0.27 1.44 0.34
0.04 -0.95 1.17
1.77 -0.17 -2.08
-1.41 -1.83 -0.26
-1.88 0.04 1.91
1.08 -2.00 0.77
-0.07 1.03 1.11
0.20 0.47 2.03
0.06 1.84 1.91
0.33 -0.70 0.54
-0.68 0.59 -0.65
0.20 0.31 -0.11
-1.75 -0.74 -0.23
1.87 0.59 0.38
0.59 -0.66 0.66
-0.26 0.73 -0.62
-0.09 -0.24 0.12
1.48 0.51 0.25
-1.96 -0.31 -0.56
0.05 -0.01 0.04
-0.11 0.30 -0.23
-0.03 0.03 -0.02
0.02 -0.18 0.25
-0.33 0.26 -0.79
0.01 -0.47 0.98
0.40 0.11 0.17
-1.65 -1.10 0.54
2.02 0.86 -0.71
0.10 0.52 -0.87
0.30 -0.22 0.82
-0.39 -0.10 -0.23
1.58 1.02 -0.46
-1.53 -1.14 0.70
0.03 0.03 -0.05
0.04 -0.02 0.47
-0.01 -0.01 0.04
-0.17 0.10 -0.35
-0.12 0.20 -0.63
-0.21 -0.45 0.70
0.49 0.09 0.27
-1.67 -1.01 0.47
1.64 1.11 -0.71
-0.18 0.47 -1.08
0.43 -0.24 0.92
-0.23 -0.06 -0.13
1.39 0.94 -0.50
-1.33 -1.09 0.70
0.03 0.02 -0.05
0.15 -0.11 0.34
-0.02 -0.04 0.05
-0.26 0.18 -0.39
0.26 0.36 -0.76
-0.33 -0.91 0.60
0.07 0.20 0.27
0.41 -1.46 -0.53
-0.51 1.73 0.47
0.26 0.86 -0.54
-0.36 -0.51 0.63
0.24 -0.18 -0.38
-0.63 1.83 0.79
0.45 -1.96 -1.05
-0.10 0.40 0.14
-0.13 -0.21 0.30
0.00 -0.07 0.02
0.34 0.23 0.00
0.16 0.81 0.36
-0.19 -0.70 -0.70
-0.07 -0.31 0.18
0.09 0.58 -1.76
-0.02 -0.39 1.93
0.12 0.49 0.78
-0.43 -0.71 -0.40
-0.09 0.26 -0.21
-0.20 -0.42 1.68
0.13 0.36 -1.87
0.02 0.02 0.05
-0.07 -0.36 -0.15
0.01 -0.01 -0.04
0.08 0.35 0.13
-0.47 -0.80 0.43
0.87 0.78 -0.11
-0.14 0.24 -0.26
1.55 -0.32 1.07
-1.72 0.14 -1.03
-0.76 -0.81 0.20
0.43 0.82 -0.34
0.06 -0.22 0.17
-1.42 0.16 -0.88
1.93 -0.22 0.90
-0.06 -0.03 -0.02
0.18 0.32 -0.14
0.06 0.00 0.04
0.01 -0.40 -0.19
0.76 0.55 -0.10
-1.07 -0.31 0.00
-0.01 -0.36 0.13
-1.24 1.29 -0.62
1.46 -1.20 0.61
1.07 0.34 -0.01
-0.75 -0.55 0.15
0.04 0.32 -0.14
1.20 -1.25 0.64
-1.41 1.15 -0.67
0.06 -0.01 0.00
-0.30 -0.25 0.05
-0.06 0.06 0.01
0.28 0.23 -0.05



No. 4
C4H9NO2S | ωB97M-V/def2-TZVPD

The structure (SMILES) is C=C(N)CS(C)(=O)=O. Its molecular weight is 135.19 Da. Its gap between HOMO and LUMO is 9.394 eV.

Each line ends with the Mulliken charge.
Cartesian coordinates (Å):
1 C 1.45278 -0.36604 0.76592  -0.983
2 C 0.34491 0.44606 0.53312  0.247
3 N 0.42690 1.68973 -0.16549  -0.575
4 C -0.86976 0.06285 1.30875  -0.560
5 S -2.03227 0.04606 -0.07490  1.231
6 C -1.29396 -0.78325 -1.37770  -0.837
7 O -3.19857 -0.65578 0.46722  -0.720
8 O -2.39523 1.35819 -0.50025  -0.686
9 H 1.36947 -1.27555 1.38016  0.252
10 H 2.27194 -0.34362 0.11958  0.355
11 H -0.53943 2.19653 -0.08718  0.368
12 H 0.63086 1.69032 -1.11348  0.275
13 H -0.74726 -0.93586 1.69221  0.347
14 H -1.06296 0.66103 2.27568  0.284
15 H -1.84294 -1.75526 -1.49460  0.395
16 H -0.33782 -1.02793 -1.00455  0.354
17 H -1.22233 -0.13179 -2.49676  0.255

Forces on the atoms, in the same order (eV/Å):
-3.16 0.43 -0.54
4.82 -0.52 1.98
-3.74 0.52 2.88
0.49 1.23 -0.08
-5.47 -0.02 3.35
-0.37 -0.30 -4.10
1.30 -0.63 -0.82
0.72 1.67 -0.60
-0.17 0.57 -0.35
1.57 0.51 -0.58
2.42 -1.16 -0.26
0.86 -0.42 -1.96
-0.10 -0.50 -0.28
-0.53 -0.19 -2.13
0.31 1.06 -0.13
1.41 -0.37 -0.20
-0.37 -1.90 3.81



No. 5
C5H13NO | ωB97M-V/def2-TZVPD

The structure (SMILES) is CN[C@@H](C)[C@H](C)O. Its molecular weight is 103.16 Da. Its gap between HOMO and LUMO is 8.949 eV.

Each line ends with the Mulliken charge.
Cartesian coordinates (Å):
1 C -1.16290 1.75327 -0.67085  -0.994
2 N 0.05639 0.92588 -0.90460  -0.370
3 C -0.08033 -0.52828 -0.61296  0.159
4 C 0.50351 -1.48289 -1.66903  -1.475
5 C 0.38036 -0.74395 0.94074  0.319
6 C -0.26180 0.25416 1.91349  -1.093
7 O 1.77588 -0.46952 0.96101  -0.562
8 H -1.77367 1.19246 0.11256  0.418
9 H -1.60143 1.72565 -1.64580  0.294
10 H -0.92717 2.86506 -0.59342  0.231
11 H 0.97424 1.35411 -0.71673  0.277
12 H -1.20505 -0.66753 -0.52921  0.301
13 H 1.62128 -1.52276 -1.59901  0.284
14 H 0.29743 -2.52341 -1.57069  0.389
15 H 0.39107 -0.96931 -2.68673  0.325
16 H 0.11197 -1.84742 1.14179  0.350
17 H -1.30658 0.11194 2.34453  0.280
18 H -0.40331 1.28210 1.34943  0.247
19 H 0.33252 0.32908 2.84536  0.292
20 H 2.27759 -1.03864 1.59012  0.329

Forces on the atoms, in the same order (eV/Å):
1.25 -0.63 -0.52
0.72 -0.23 -0.40
-1.27 1.32 2.32
2.28 2.41 -0.68
-0.78 -1.39 -1.41
-1.71 1.81 0.06
0.90 -0.92 0.44
0.27 1.70 -0.98
-1.38 -0.11 -0.37
-0.20 -1.54 0.91
-0.95 -0.60 0.22
1.14 -0.11 -0.43
-0.59 0.45 0.31
-1.14 -0.62 -0.19
-0.49 -1.28 1.26
0.66 1.48 0.19
1.00 -0.66 -1.00
1.10 -1.98 1.73
0.08 0.25 -0.78
-0.90 0.62 -0.67



No. 6
H12N2Si4 | ωB97M-V/def2-TZVPD

Its molecular weight is 152.45 Da. As for the spin multiplicity: 3. Its gap between HOMO and LUMO (alpha / beta) is 5.285 / 6.495 eV.

Each line ends with the Mulliken charge.
Cartesian coordinates (Å):
1 N 0.63166 -2.02637 -0.80899  -0.519
2 N -1.15400 2.01670 -0.02459  -0.425
3 Si 2.89043 0.68432 -0.40678  0.324
4 Si -2.75844 -0.59934 -0.02665  0.326
5 Si 1.01661 -0.23139 0.51280  0.035
6 Si -1.04391 0.66462 1.04192  0.081
7 H 0.16232 -1.60658 -1.59463  0.339
8 H -0.06240 -2.69029 -0.38429  0.327
9 H -0.38880 2.59576 -0.38025  0.204
10 H -2.03022 2.49288 -0.03714  0.211
11 H 3.54140 -0.40350 -1.21651  -0.103
12 H 2.58354 1.90172 -1.14206  -0.140
13 H 3.69836 0.92322 0.80542  -0.096
14 H -3.90841 0.15668 -0.77945  -0.099
15 H -2.07845 -1.56504 -0.90752  -0.194
16 H -3.72338 -1.32840 0.96462  -0.100
17 H 1.39759 -1.27125 1.44395  -0.114
18 H -0.63828 1.11322 2.53131  -0.057

Forces on the atoms, in the same order (eV/Å):
-1.26 -0.41 1.03
0.50 0.34 -0.38
-0.28 -0.91 0.39
-2.40 0.25 1.30
0.36 0.53 0.36
1.30 0.58 0.16
-0.22 -0.18 -0.97
0.87 0.11 -0.65
-0.46 -0.41 0.51
-0.38 0.42 -0.25
0.07 0.51 -0.02
0.11 0.36 -0.30
0.36 0.20 -0.20
1.29 -0.30 0.30
-0.05 -0.02 -0.12
1.02 0.13 -0.66
0.25 -0.36 0.69
-1.06 -0.84 -1.20